{"formula": "C19H13F3N2O2S", "method": "wB97M-V/def2-TZVPD", "elements": ["O", "S", "O", "N", "C", "N", "C", "C", "C", "C", "F", "C", "F", "C", "F", "C", "C", "C", "C", "C", "C", "C", "C", "C", "C", "C", "C", "H", "H", "H", "H", "H", "H", "H", "H", "H", "H", "H", "H", "H"], "coordinates": [[1.8948, 0.5005, 1.9248], [1.4404, -0.8264, 2.3026], [2.4191, -1.7546, 2.7720], [0.5990, -1.5501, 1.0728], [0.2823, -0.9944, -0.0358], [0.6675, 0.2575, -0.3877], [0.1762, 1.0659, -1.3983], [-1.1219, 0.9791, -1.9033], [-1.5564, 1.8333, -2.8977], [-0.7103, 2.8069, -3.3973], [-1.1388, 3.6349, -4.3607], [0.5816, 2.9389, -2.8976], [1.4029, 3.8843, -3.3658], [1.0118, 2.0691, -1.9061], [2.2574, 2.1867, -1.4221], [-0.4742, -1.8221, -0.9992], [-1.5308, -2.6091, -0.5519], [-2.2126, -3.4223, -1.4384], [-1.8330, -3.4708, -2.7701], [-0.7641, -2.7089, -3.2136], [-0.0852, -1.8849, -2.3350], [0.1283, -0.6767, 3.5044], [-0.4757, 0.5476, 3.7063], [-1.5238, 0.6413, 4.6080], [-1.9538, -0.4895, 5.2845], [-1.3404, -1.7146, 5.0685], [-0.2907, -1.8117, 4.1701], [1.3443, 0.6701, 0.2689], [-1.7956, 0.2389, -1.5054], [-2.5579, 1.7620, -3.2893], [-1.8035, -2.5681, 0.4912], [-3.0375, -4.0251, -1.0894], [-2.3632, -4.1094, -3.4605], [-0.4553, -2.7596, -4.2467], [0.7581, -1.3052, -2.6794], [-0.1071, 1.4080, 3.1697], [-2.0021, 1.5931, 4.7835], [-2.7703, -0.4149, 5.9873], [-1.6789, -2.5901, 5.6016], [0.2189, -2.7420, 3.9784]], "gap_ev": 8.791, "lumo_ev": -0.09, "energy_ha": -1689.5953}